(1)
The following is a quantum chemistry calculation of a molecular structure, C38H42FN7O3S2V at a distorted geometry, from the Open Molecules 2025 dataset.

**Spin multiplicity**: 2
**E**: -106730.757 eV
**Frontier orbital gap (spin up / spin down)**: 5.04 / 5.01 eV
**F_max**: 2.984 eV Å⁻¹
**Energy relative to the best compared isomer or geometry (same formula, charge and spin)**: 4.904 eV
**LUMO (spin up / spin down)**: 0.082 / 0.056 eV

Positions of all 94 atoms, in Å:
V: 1.320 -2.339 0.994
C: 0.635 -5.505 0.191
N: 0.737 -4.991 1.524
C: -0.496 -4.853 2.248
C: -1.274 -3.688 1.670
C: -2.649 -3.606 1.795
C: -3.350 -2.569 1.191
C: -2.613 -1.635 0.468
C: -1.248 -1.785 0.394
N: -0.555 -2.775 0.976
C: 1.948 -5.257 2.252
C: 2.219 -4.071 3.146
C: 2.959 -4.158 4.308
C: 3.034 -3.057 5.154
C: 2.266 -1.940 4.838
C: 1.548 -1.928 3.663
N: 1.592 -2.936 2.775
C: 1.623 -4.800 -0.707
C: 2.156 -5.478 -1.790
C: 3.080 -4.864 -2.621
C: 3.450 -3.566 -2.292
C: 2.889 -2.957 -1.190
N: 1.964 -3.527 -0.392
H: 0.808 -6.596 0.149
H: -0.381 -5.319 -0.174
H: -1.112 -5.769 2.196
H: -0.278 -4.659 3.303
H: -3.175 -4.358 2.365
H: -4.422 -2.497 1.275
H: -3.086 -0.804 -0.028
H: -0.656 -1.073 -0.159
H: 1.886 -6.177 2.862
H: 2.761 -5.382 1.528
H: 3.476 -5.074 4.550
H: 3.641 -3.085 6.045
H: 2.239 -1.087 5.497
H: 0.910 -1.087 3.403
H: 1.842 -6.494 -1.979
H: 3.499 -5.384 -3.467
H: 4.172 -3.026 -2.882
H: 3.207 -1.963 -0.916
C: 0.876 5.687 -0.768
C: 0.154 4.965 0.371
N: 0.290 3.536 0.250
C: 1.284 2.858 1.018
C: 1.657 0.743 1.168
C: 2.731 -0.192 1.720
O: 3.436 0.268 2.613
O: 2.904 -1.321 1.180
C: 1.167 0.809 -0.283
O: 1.634 -0.270 -1.007
C: -0.123 1.387 -0.794
C: -0.833 0.684 -1.764
C: -1.884 1.261 -2.468
F: -2.564 0.525 -3.392
C: -2.235 2.566 -2.235
C: -1.496 3.314 -1.317
C: -0.437 2.772 -0.601
N: -3.334 3.307 -2.852
C: -4.496 2.592 -3.395
C: -5.603 3.656 -3.603
N: -5.119 4.920 -3.069
C: -3.997 5.415 -3.853
C: -2.915 4.315 -3.850
H: 0.756 6.763 -0.677
H: 0.485 5.362 -1.729
H: 1.936 5.446 -0.746
H: -0.903 5.249 0.402
H: 0.597 5.259 1.326
H: 1.891 3.582 1.561
H: -0.575 -0.330 -2.023
H: -1.792 4.337 -1.153
H: -4.798 1.825 -2.683
H: -4.222 2.098 -4.330
H: -6.500 3.374 -3.053
H: -5.859 3.736 -4.668
H: -3.732 3.876 -2.086
H: -5.856 5.610 -3.007
H: -3.628 6.324 -3.374
H: -4.285 5.660 -4.884
H: -1.938 4.710 -3.573
H: -2.821 3.827 -4.820
C: 1.122 1.957 3.420
C: 0.770 1.715 1.962
S: -0.976 1.285 1.775
C: 2.129 1.857 0.249
C: 3.476 2.132 -0.340
S: 1.999 0.026 -2.657
H: 0.735 1.157 4.051
H: 0.670 2.894 3.747
H: 2.203 1.998 3.548
H: 3.923 3.002 0.139
H: 3.398 2.314 -1.413
H: 4.129 1.275 -0.193

Atom charges from the Mulliken analysis, given in e for atoms 1 to 2: -0.06, -1.33

(2)
The following is a quantum chemistry calculation of 10 unconnected molecules or ions with the total composition C40H70N10 at a distorted geometry, from the Open Molecules 2025 dataset.

**Spin multiplicity**: 2
**E**: -57510.388 eV
**Frontier orbital gap (spin up / spin down)**: 1.80 / 11.11 eV
**F_max**: 8.515 eV Å⁻¹
**Energy relative to the best compared isomer or geometry (same formula, charge and spin)**: 3.024 eV
**Charge**: -1
**LUMO (spin up / spin down)**: 1.946 / 1.902 eV

Positions of all 120 atoms, in Å:
C: 5.420 -0.059 1.223
C: 5.984 -1.205 0.298
C: 5.203 -1.387 -1.024
C: 5.145 -0.143 -1.923
N: 5.098 0.748 -2.656
H: 4.390 -0.252 1.520
H: 5.533 0.893 0.704
H: 6.000 0.012 2.143
H: 6.170 -2.139 0.827
H: 7.024 -1.003 0.044
H: 4.300 -1.885 -0.670
H: 5.719 -2.119 -1.645
C: -2.256 3.845 2.742
C: -2.107 3.808 4.314
C: -1.269 2.629 4.849
C: -0.832 2.866 6.230
N: -0.461 3.108 7.281
H: -1.251 4.025 2.359
H: -2.896 4.711 2.575
H: -2.771 3.027 2.238
H: -3.127 3.741 4.692
H: -1.732 4.808 4.534
H: -0.332 2.517 4.303
H: -1.725 1.640 4.824
C: 0.188 1.011 2.068
C: 0.836 0.777 0.685
C: -0.095 0.015 -0.290
C: -1.457 0.644 -0.571
N: -2.482 1.164 -0.812
H: 0.824 1.347 2.887
H: -0.426 0.130 2.255
H: -0.565 1.786 1.930
H: 1.682 0.099 0.802
H: 1.362 1.701 0.443
H: -0.328 -0.990 0.064
H: 0.459 -0.085 -1.223
C: -7.964 2.298 1.219
C: -6.622 2.787 0.679
C: -5.485 1.766 0.471
C: -5.872 0.342 0.330
N: -6.187 -0.763 0.207
H: -8.551 3.217 1.213
H: -7.850 1.807 2.185
H: -8.434 1.557 0.572
H: -6.150 3.543 1.307
H: -6.966 3.296 -0.222
H: -4.886 1.724 1.380
H: -5.009 1.914 -0.499
C: -2.687 -0.972 -6.773
C: -2.789 -1.047 -5.209
C: -3.333 0.266 -4.572
C: -2.602 1.523 -4.892
N: -2.061 2.440 -5.161
H: -3.645 -0.945 -7.293
H: -2.270 -1.948 -7.020
H: -2.094 -0.120 -7.106
H: -1.817 -1.308 -4.789
H: -3.515 -1.849 -5.077
H: -3.176 0.111 -3.505
H: -4.419 0.267 -4.670
C: -0.483 -7.664 -0.863
C: 1.062 -7.187 -0.984
C: 1.373 -5.809 -1.739
C: 0.573 -4.666 -1.276
N: -0.051 -3.782 -0.912
H: -1.056 -6.981 -0.237
H: -0.517 -8.672 -0.449
H: -0.897 -7.652 -1.872
H: 1.638 -7.955 -1.500
H: 1.442 -7.143 0.037
H: 1.201 -5.966 -2.804
H: 2.407 -5.525 -1.541
C: 2.699 -2.483 2.018
C: 3.844 -3.296 2.746
C: 3.951 -3.048 4.232
C: 2.730 -3.540 4.973
N: 1.800 -3.833 5.589
H: 2.215 -1.686 2.581
H: 1.867 -3.176 1.886
H: 2.945 -2.013 1.066
H: 4.774 -2.984 2.271
H: 3.756 -4.344 2.459
H: 4.049 -2.012 4.557
H: 4.789 -3.719 4.420
C: -2.668 -3.961 5.015
C: -2.931 -3.889 3.432
C: -2.215 -2.848 2.647
C: -2.613 -1.451 2.781
N: -2.945 -0.335 2.887
H: -3.095 -4.746 5.640
H: -2.809 -2.982 5.473
H: -1.585 -4.000 5.131
H: -3.989 -3.799 3.187
H: -2.631 -4.884 3.105
H: -2.332 -2.981 1.571
H: -1.163 -3.041 2.857
C: 2.959 2.499 -6.095
C: 2.881 2.763 -4.542
C: 1.458 2.714 -4.042
C: 0.932 1.313 -4.138
N: 0.601 0.229 -4.194
H: 4.014 2.519 -6.365
H: 2.267 3.091 -6.694
H: 2.605 1.521 -6.421
H: 3.366 3.698 -4.264
H: 3.441 1.873 -4.255
H: 0.766 3.292 -4.655
H: 1.538 3.065 -3.013
C: 3.554 4.908 -1.237
C: 2.554 5.329 -0.190
C: 1.537 6.207 -0.742
C: 0.428 5.595 -1.505
N: -0.381 5.162 -2.160
H: 4.039 5.817 -1.592
H: 3.120 4.274 -2.010
H: 4.373 4.456 -0.676
H: 3.080 5.970 0.518
H: 2.116 4.449 0.279
H: 1.846 7.091 -1.299
H: 0.937 6.530 0.109

Atom charges from the Mulliken analysis, given in e for atoms 1 to 2: -0.95, -1.28

(3)
The following is a quantum chemistry calculation of 7 unconnected molecules or ions with the total composition C12H43N4O6 at a distorted geometry, from the Open Molecules 2025 dataset.

**Spin multiplicity**: 1
**E**: -31376.589 eV
**Frontier orbital gap**: 7.44 eV
**F_max**: 3.744 eV Å⁻¹
**Energy relative to the best compared isomer or geometry (same formula, charge and spin)**: 0.580 eV
**Charge**: +1
**LUMO**: -3.757 eV

Positions of all 65 atoms, in Å:
N: -0.963 1.561 0.086
H: -0.633 1.008 -0.691
H: -0.772 2.540 -0.075
H: -0.355 1.161 0.787
H: -1.948 1.476 0.294
O: -1.476 -3.012 1.525
H: -1.189 -2.736 2.396
H: -2.383 -3.290 1.648
O: -1.915 -0.286 5.270
H: -1.781 0.620 5.549
H: -2.684 -0.577 5.761
O: -1.109 6.535 -0.197
H: -0.647 7.013 -0.885
H: -1.441 7.216 0.387
C: -7.055 -0.951 -1.824
C: -7.430 0.384 -1.113
C: -8.924 0.277 -0.813
O: -9.160 -0.780 0.107
C: -10.091 -1.829 -0.205
N: -6.605 0.349 0.054
H: -6.022 -0.834 -2.151
H: -7.482 -1.071 -2.819
H: -7.119 -1.885 -1.266
H: -7.234 1.180 -1.832
H: -9.432 0.095 -1.759
H: -9.146 1.276 -0.438
H: -10.994 -1.326 -0.551
H: -10.296 -2.436 0.677
H: -9.764 -2.608 -0.893
H: -6.875 -0.531 0.472
H: -6.959 1.030 0.711
C: 5.186 4.105 3.571
C: 5.479 2.703 2.998
C: 6.893 2.126 3.222
O: 7.020 1.652 4.576
C: 8.354 1.446 4.954
N: 4.427 1.717 3.418
H: 6.000 4.825 3.488
H: 4.825 4.106 4.599
H: 4.284 4.450 3.066
H: 5.263 2.679 1.930
H: 7.540 2.974 2.998
H: 7.126 1.388 2.456
H: 9.065 2.273 4.947
H: 8.789 0.681 4.311
H: 8.373 1.064 5.975
H: 4.064 2.154 4.253
H: 4.936 0.938 3.810
C: 1.372 -1.616 -5.022
C: 2.087 -2.612 -4.056
C: 3.348 -3.116 -4.715
O: 4.117 -3.791 -3.727
C: 5.132 -4.642 -4.185
N: 2.440 -1.968 -2.835
H: 0.792 -0.861 -4.490
H: 0.621 -2.093 -5.652
H: 1.969 -0.968 -5.663
H: 1.397 -3.437 -3.878
H: 3.919 -2.343 -5.229
H: 3.119 -3.769 -5.557
H: 5.793 -4.195 -4.928
H: 4.758 -5.626 -4.469
H: 5.833 -4.972 -3.418
H: 3.419 -2.215 -2.836
H: 2.147 -2.624 -2.125

Atom charges from the Mulliken analysis, given in e for atoms 1 to 2: -0.49, 0.36

(4)
The following is a quantum chemistry calculation of 4 unconnected molecules or ions with the total composition C25H59N4O5P at a distorted geometry, from the Open Molecules 2025 dataset.

**Spin multiplicity**: 1
**E**: -52366.238 eV
**Frontier orbital gap**: 8.17 eV
**SMILES**: CC(=O)NCCCCOC(=O)O[PH2]=O.CCN(CC)CC.CCN(CC)CC.CCN(CC)CC
**F_max**: 4.663 eV Å⁻¹
**Energy relative to the best compared isomer or geometry (same formula, charge and spin)**: 0.644 eV
**LUMO**: 0.419 eV

Positions of all 94 atoms, in Å:
C: 11.915 -0.368 -4.422
C: 10.486 0.058 -3.877
O: 10.051 -0.560 -2.861
N: 9.653 1.122 -4.404
C: 8.193 0.846 -4.243
C: 7.252 1.832 -5.104
C: 6.231 2.556 -4.069
C: 5.256 1.476 -3.355
O: 4.437 0.750 -4.333
C: 3.069 1.068 -4.106
O: 2.572 2.182 -4.321
O: 2.211 0.048 -3.570
P: 0.855 -0.177 -4.612
O: -0.400 0.463 -4.011
H: 11.906 -0.882 -5.435
H: 12.486 -1.023 -3.671
H: 12.537 0.595 -4.515
H: 9.903 1.393 -5.362
H: 7.944 -0.250 -4.428
H: 7.955 1.057 -3.136
H: 7.817 2.664 -5.633
H: 6.596 1.213 -5.808
H: 6.833 3.074 -3.254
H: 5.618 3.326 -4.641
H: 5.845 0.781 -2.667
H: 4.542 2.104 -2.717
H: 0.656 -1.579 -4.827
H: 1.090 0.425 -5.894
C: -4.619 1.319 -0.226
C: -3.684 0.400 0.548
N: -2.858 -0.460 -0.294
C: -2.151 -1.489 0.461
C: -1.093 -1.035 1.466
C: -2.062 0.216 -1.315
C: -1.050 1.261 -0.845
H: -5.288 0.751 -0.877
H: -5.237 1.891 0.473
H: -4.072 2.043 -0.835
H: -4.314 -0.235 1.184
H: -3.074 1.011 1.225
H: -1.688 -2.196 -0.237
H: -2.896 -2.083 1.004
H: -0.169 -0.733 0.971
H: -0.833 -1.871 2.125
H: -1.437 -0.214 2.099
H: -2.745 0.697 -2.023
H: -1.539 -0.531 -1.920
H: -1.445 1.906 -0.056
H: -0.769 1.905 -1.682
H: -0.131 0.796 -0.485
C: 5.363 -2.800 4.696
C: 4.526 -1.705 4.047
N: 3.530 -2.196 3.100
C: 2.908 -1.130 2.320
C: 2.056 -0.104 3.068
C: 2.609 -3.210 3.606
C: 1.742 -2.841 4.809
H: 5.885 -3.400 3.946
H: 6.116 -2.351 5.349
H: 4.758 -3.467 5.316
H: 5.221 -1.047 3.513
H: 4.069 -1.100 4.839
H: 2.302 -1.572 1.522
H: 3.704 -0.587 1.796
H: 1.079 -0.508 3.334
H: 1.870 0.757 2.418
H: 2.542 0.268 3.973
H: 3.188 -4.103 3.863
H: 1.957 -3.544 2.791
H: 2.294 -2.288 5.573
H: 1.358 -3.750 5.280
H: 0.875 -2.250 4.512
C: -8.997 2.495 3.330
C: -8.377 1.728 2.169
N: -8.680 0.300 2.165
C: -7.890 -0.450 1.193
C: -8.107 -0.144 -0.289
C: -10.096 -0.053 2.217
C: -10.996 0.463 1.095
H: -8.681 2.086 4.292
H: -8.681 3.542 3.290
H: -10.089 2.489 3.289
H: -7.290 1.853 2.248
H: -8.678 2.210 1.231
H: -8.042 -1.522 1.354
H: -6.830 -0.282 1.418
H: -9.029 -0.591 -0.663
H: -7.290 -0.581 -0.873
H: -8.125 0.927 -0.501
H: -10.503 0.299 3.171
H: -10.194 -1.143 2.275
H: -10.783 1.500 0.827
H: -12.042 0.417 1.410
H: -10.911 -0.152 0.198

Atom charges from the Mulliken analysis, given in e for atoms 1 to 2: -0.96, 0.60

(5)
The following is a quantum chemistry calculation of C3H7NS in the gas phase at a distorted geometry, from the Open Molecules 2025 dataset.

**Spin multiplicity**: 1
**E**: -15548.341 eV
**Frontier orbital gap**: 9.89 eV
**SMILES**: N[C@H]1C[C@H]1S
**F_max**: 3.248 eV Å⁻¹
**Energy relative to the best compared isomer or geometry (same formula, charge and spin)**: 1.304 eV
**LUMO**: 0.902 eV

Positions of all 12 atoms, in Å:
C: -0.802 -0.053 -0.447
C: 0.475 0.382 -1.055
C: 0.580 -0.657 -0.055
H: -2.123 0.157 1.136
H: -1.072 1.359 1.070
H: -1.440 -0.825 -0.907
H: 0.644 0.115 -2.134
H: 1.077 1.297 -0.837
H: 0.817 -1.678 -0.313
H: 2.398 -0.380 1.449
N: -1.650 0.763 0.460
S: 1.093 -0.479 1.634

Atom charges from the Mulliken analysis, given in e for atoms 1 to 2: -0.22, -0.39